# 1
{"formula": "C3H6N2", "method": "ωB97M-V/def2-TZVPD", "e_homo_ha": [-0.314, -0.313], "lumo_energy_ev": [0.00, 0.00], "homo_lumo_gap_ev": [8.540, 8.521], "e_above_lowest_kj_mol": 648.3, "max_force_ev_per_a": 2.52, "elements": ["C", "C", "C", "N", "N", "H", "H", "H", "H", "H", "H"], "coordinates": [[-1.82317, -2.01615, 0.03518], [1.04874, 2.32218, 0.38413], [1.74319, 0.93775, 0.14286], [-1.66152, -0.77258, -0.12987], [-1.46594, 0.31659, -0.35349], [-1.17153, -2.62385, -0.56782], [-2.46869, -2.48160, 0.80213], [0.13817, 2.51222, -0.31615], [2.34301, 0.53097, 0.98394], [2.31274, 1.06069, -0.75427], [1.00500, 0.21379, -0.22664]], "forces_ev_per_a": [[-0.3, -2.2, 0.6], [0.0, -1.3, -0.5], [-2.1, 1.3, 0.6], [0.0, 1.4, 0.0], [-0.2, 0.1, 0.1], [0.0, -0.2, -0.1], [0.4, 0.9, -0.6], [1.5, -0.7, 0.7], [-0.3, 0.6, -0.6], [1.0, 0.4, -0.6], [0.0, -0.2, 0.5]]}



# 2
{"formula": "C13H14N2O2", "method": "ωB97M-V/def2-TZVPD", "e_homo_ha": -0.331, "lumo_energy_ev": 0.81, "homo_lumo_gap_ev": 9.814, "e_above_lowest_kj_mol": 16.0, "max_force_ev_per_a": 0.66, "smiles": "COC(=O)c1cncn1[C@H](C)c1ccccc1", "elements": ["C", "H", "H", "H", "O", "C", "O", "C", "C", "N", "C", "N", "C", "C", "C", "C", "C", "C", "C", "H", "H", "H", "H", "H", "C", "H", "H", "H", "H", "H", "H"], "coordinates": [[-4.32674, -1.83896, -0.24373], [-4.48264, -1.91879, 0.83440], [-5.27734, -1.74673, -0.76210], [-3.78793, -2.72528, -0.58613], [-3.59360, -0.66417, -0.55287], [-2.38862, -0.55870, 0.03218], [-1.94785, -1.40281, 0.78313], [-1.72484, 0.67072, -0.36921], [-2.14055, 1.62405, -1.28273], [-1.22039, 2.59785, -1.38763], [-0.25702, 2.26274, -0.56202], [-0.50269, 1.11205, 0.08832], [0.37065, 0.45548, 1.05000], [1.56604, -0.11068, 0.30947], [2.70415, 0.63772, 0.04216], [3.75334, 0.08553, -0.67230], [3.67489, -1.21682, -1.13324], [2.54095, -1.96810, -0.87535], [1.49365, -1.41736, -0.15930], [0.60837, -2.00240, 0.04334], [2.47193, -2.98509, -1.23193], [4.49453, -1.64437, -1.69132], [4.63492, 0.67728, -0.87048], [2.78729, 1.65492, 0.39320], [0.72768, 1.40851, 2.18851], [1.39512, 0.90420, 2.88241], [-0.17475, 1.69965, 2.72176], [1.21531, 2.30997, 1.82886], [-0.20087, -0.38181, 1.46140], [0.63330, 2.84217, -0.42487], [-3.04629, 1.63923, -1.85390]], "forces_ev_per_a": [[-0.1, -0.4, 0.2], [0.0, 0.0, -0.1], [0.1, 0.0, 0.0], [-0.1, 0.1, 0.0], [0.2, 0.4, -0.1], [-0.1, -0.3, 0.1], [-0.1, 0.0, -0.1], [-0.3, 0.4, -0.4], [0.0, -0.5, 0.4], [0.1, 0.5, -0.3], [0.0, 0.0, 0.0], [-0.4, 0.0, -0.1], [0.4, -0.2, 0.4], [0.0, -0.1, 0.1], [0.0, 0.0, 0.1], [0.1, 0.1, 0.0], [0.1, 0.0, 0.0], [0.0, -0.1, 0.0], [0.0, 0.0, 0.1], [-0.1, -0.1, 0.0], [0.0, -0.1, 0.0], [0.1, 0.0, 0.0], [0.1, 0.0, 0.0], [0.0, 0.1, 0.1], [-0.1, -0.2, -0.1], [0.1, 0.0, 0.1], [-0.1, 0.0, 0.0], [0.1, 0.1, 0.0], [0.1, 0.3, -0.2], [0.3, 0.0, 0.1], [-0.2, -0.1, -0.1]]}



# 3
{"formula": "C4H10O", "method": "ωB97M-V/def2-TZVPD", "e_homo_ha": -0.354, "lumo_energy_ev": 1.19, "homo_lumo_gap_ev": 10.816, "e_above_lowest_kj_mol": 60.7, "max_force_ev_per_a": 0.29, "smiles": "CCOCC", "elements": ["C", "C", "O", "C", "C", "H", "H", "H", "H", "H", "H", "H", "H", "H", "H"], "coordinates": [[2.23984, 0.60067, 0.25618], [1.14356, -0.40753, -0.02553], [0.03318, 0.28530, -0.54863], [-1.17038, -0.45781, -0.59698], [-2.22414, 0.23856, 0.24895], [3.10994, 0.11622, 0.71137], [1.87575, 1.37193, 0.94125], [2.55367, 1.08717, -0.67117], [1.49560, -1.16982, -0.73935], [0.86712, -0.93532, 0.90109], [-1.00659, -1.48406, -0.23712], [-1.49830, -0.53233, -1.64301], [-3.18737, -0.27990, 0.19508], [-2.36311, 1.26701, -0.09832], [-1.90665, 0.27416, 1.29652]], "forces_ev_per_a": [[0.0, 0.0, 0.0], [0.2, -0.1, 0.1], [0.0, 0.1, 0.0], [-0.2, -0.1, 0.0], [0.0, 0.0, 0.0], [-0.1, 0.0, -0.1], [0.0, -0.1, -0.1], [0.0, 0.0, 0.1], [-0.1, 0.1, 0.1], [0.0, 0.1, -0.1], [0.0, 0.2, 0.0], [0.1, 0.0, 0.1], [0.1, 0.0, 0.0], [0.0, -0.1, 0.0], [0.0, 0.0, -0.1]]}



# 4
{"formula": "C12H31F3N3O7S", "method": "ωB97M-V/def2-TZVPD", "e_homo_ha": -0.415, "lumo_energy_ev": -3.36, "homo_lumo_gap_ev": 7.936, "e_above_lowest_kj_mol": 78.1, "total_charge": 1, "max_force_ev_per_a": 6.71, "elements": ["O", "H", "C", "C", "O", "N", "H", "H", "C", "H", "H", "H", "H", "H", "H", "C", "C", "O", "N", "H", "H", "C", "H", "H", "H", "H", "H", "H", "C", "N", "C", "C", "C", "C", "O", "H", "H", "H", "H", "H", "H", "H", "H", "H", "H", "H", "H", "H", "H", "C", "F", "F", "F", "S", "O", "O", "O"], "coordinates": [[-0.94388, 0.25261, 1.22919], [-0.74224, 0.88488, 0.51217], [0.24291, 0.75823, 4.70852], [-1.21149, 0.29426, 4.88046], [-1.78865, 0.31363, 6.01810], [-1.93909, -0.23507, 3.62440], [-1.51682, 0.15383, 2.79341], [-1.85831, -1.23513, 3.50832], [-3.36443, 0.23419, 3.51548], [0.35111, 1.78477, 4.35841], [0.71774, 0.18078, 3.91531], [0.83927, 0.53151, 5.59229], [-3.74831, -0.35692, 2.68402], [-3.32436, 1.29387, 3.26334], [-3.99173, 0.01108, 4.37850], [0.25355, -3.82971, -1.77896], [0.04567, -2.78845, -0.58266], [0.83579, -2.73499, 0.32562], [-1.18863, -1.78502, -0.49919], [-1.01686, -1.08829, 0.21155], [-1.29915, -1.24318, -1.34435], [-2.53736, -2.46428, -0.08474], [1.29144, -3.97328, -2.07942], [-0.18761, -3.54859, -2.73523], [-0.21649, -4.73813, -1.40221], [-3.29865, -1.70270, 0.08419], [-2.34497, -3.12286, 0.76223], [-2.82128, -3.01859, -0.97929], [3.79646, 0.95177, -2.52709], [2.67836, 1.26806, -1.46554], [1.99076, 2.59369, -1.74036], [1.61923, 0.10930, -1.65843], [3.32762, 1.28178, -0.06227], [2.41461, 0.71544, 1.06661], [1.25365, 1.53405, 1.20125], [3.27823, 1.03382, -3.48250], [4.19404, -0.04121, -2.31729], [4.64563, 1.63309, -2.47391], [1.04825, 2.62632, -1.19381], [1.66716, 2.55600, -2.78054], [2.54410, 3.50253, -1.50394], [1.42828, 0.09766, -2.73151], [0.74373, 0.35504, -1.05741], [2.06980, -0.80914, -1.28220], [3.55760, 2.31090, 0.21363], [4.24360, 0.70113, -0.17158], [2.96967, 0.81835, 1.99903], [2.09435, -0.32329, 0.98546], [0.43904, 1.07582, 1.42038], [-2.65902, 1.38760, -2.50921], [-3.37333, 0.46181, -1.81118], [-3.66220, 2.17164, -2.94543], [-1.69842, 1.91446, -1.75472], [-1.62944, 0.48773, -3.86241], [-1.01306, -0.63457, -3.16163], [-2.59738, 0.01066, -4.81880], [-0.60849, 1.38109, -4.45401]], "forces_ev_per_a": [[0.0, 0.0, -0.3], [-1.0, -0.3, 0.4], [-0.4, -1.2, -0.9], [-1.2, 0.3, 5.5], [2.2, -0.4, -6.3], [-0.8, 1.1, 2.6], [1.3, 0.6, -2.0], [0.1, -0.5, 0.4], [-0.2, -0.7, -0.4], [-0.3, 0.2, 0.3], [-0.2, -0.2, -0.3], [-0.5, 0.4, 0.2], [-0.2, 0.4, -0.1], [-0.2, -0.2, 0.1], [0.5, 0.2, 0.2], [-1.2, 1.5, 0.5], [1.3, -0.1, -0.2], [-1.6, 0.2, -1.1], [-0.5, -3.1, 0.2], [0.8, 1.4, 1.7], [-0.2, 0.1, -1.6], [1.4, 0.2, -1.6], [0.2, 0.0, 1.0], [-0.7, 0.3, 0.3], [0.2, -0.2, -0.2], [0.4, 0.1, 0.2], [-0.1, 0.2, -0.1], [-0.2, -0.2, 0.3], [-1.1, 0.6, 0.8], [0.6, -0.5, 0.1], [-1.0, -0.7, -0.6], [1.3, 1.4, 0.3], [-1.2, -0.9, 0.1], [-0.8, 0.9, 0.1], [2.1, 1.5, -0.7], [0.4, -0.2, 0.0], [-0.4, -0.1, -0.1], [-0.4, 0.4, 0.2], [0.3, -0.2, 0.4], [0.3, 0.2, -0.2], [0.5, -0.5, -0.1], [-0.4, -0.2, 0.2], [0.1, 0.1, -0.3], [0.1, 0.1, -0.2], [0.0, 0.0, -0.3], [0.0, 0.0, 0.3], [0.5, -0.2, 0.0], [0.4, -0.2, -0.4], [-0.5, -1.3, 0.5], [-0.7, -2.0, -2.0], [1.1, -0.2, 0.6], [1.9, 0.7, 0.2], [-0.8, 1.1, 1.0], [0.2, 0.1, -3.5], [0.4, -0.3, 2.1], [-0.4, 0.6, 0.6], [-1.3, -0.4, 1.9]]}



# 5
{"formula": "C5H11N5S", "method": "ωB97M-V/def2-TZVPD", "e_homo_ha": -0.258, "lumo_energy_ev": 0.34, "homo_lumo_gap_ev": 7.357, "e_above_lowest_kj_mol": 152.2, "max_force_ev_per_a": 4.89, "smiles": "C=CN(C)C.Sn1cnnn1", "elements": ["C", "C", "C", "C", "C", "N", "N", "N", "N", "N", "S", "H", "H", "H", "H", "H", "H", "H", "H", "H", "H", "H"], "coordinates": [[-3.56235, -0.59540, 0.23069], [2.50695, -0.54614, 0.88435], [1.77808, 1.75917, 0.64017], [-0.21937, 0.51810, -1.36806], [0.91692, -0.03779, -0.89434], [-3.41115, 0.37896, 1.04835], [-2.16458, 0.62874, 1.10377], [-2.35528, -0.98151, -0.21610], [-1.43256, -0.19805, 0.47130], [1.68167, 0.33420, 0.12779], [-1.85464, -2.51227, -0.75782], [-4.55758, -0.97711, 0.02735], [3.38910, -0.87216, 0.33309], [2.79373, -0.04624, 1.82224], [1.95769, -1.46978, 1.16180], [0.97043, 2.40039, 0.35270], [2.07053, 1.75461, 1.73958], [2.79508, 2.08399, 0.18272], [-0.67196, -0.02343, -2.24524], [-0.64868, 1.52103, -1.12615], [-1.34414, -2.23238, -2.10469], [1.36211, -0.88694, -1.41350]], "forces_ev_per_a": [[-1.4, -1.1, -0.7], [-0.2, -1.3, 0.3], [3.4, -1.6, -0.4], [0.8, 0.4, -2.4], [-0.6, 0.1, -1.6], [-3.5, 0.8, 0.0], [4.4, 1.1, 1.7], [1.0, -0.6, 0.6], [-1.9, -0.5, 0.4], [0.1, 3.1, 2.6], [0.5, 0.0, -2.0], [0.6, -0.4, -0.4], [0.4, 0.1, 0.0], [0.1, -0.4, -0.5], [0.2, 0.4, -0.1], [-0.4, 0.2, 0.0], [-1.3, 0.1, -1.2], [-1.7, 0.3, 0.4], [0.5, 0.9, 0.8], [0.5, -1.2, 0.1], [-1.0, 0.0, 2.2], [-0.6, -0.4, 0.1]]}